160
Properties=species:S:1:pos:R:3:forces:R:3 method="wB97M-V/def2-TZVPD" relative_energy_ev=7.400 smiles="COCCNCCOC.COCCNCCOC.COCCNCCOC.COCCNCCOC.NC(N)=O.NC(N)=O.NC(N)=O.NC(N)=O.NC(N)=O.NC(N)=O.NC(N)=O.NC(N)=O" charge=0
C 15.387975 7.674965 18.314405 0.42 0.76 1.72
O 16.115745 8.965655 18.177735 -1.21 -1.57 -1.01
C 17.481425 8.861245 17.821675 0.53 -0.24 1.05
C 18.269995 8.876605 19.129395 1.05 0.50 0.41
N 18.010355 10.065675 20.014625 -0.66 -1.09 -1.96
C 18.557855 9.845835 21.332815 -0.21 -0.64 -0.69
C 18.161575 11.002685 22.220315 0.68 -1.74 -0.17
O 16.783225 10.906835 22.562595 1.65 1.14 -1.14
C 16.336785 12.132155 23.136585 -1.10 -1.14 1.13
H 15.788815 7.054475 19.115915 0.91 0.12 0.16
H 15.293505 6.962165 17.495195 0.14 0.88 -0.79
H 14.433805 7.908475 18.786775 -0.31 0.42 -0.79
H 17.850185 9.659105 17.177055 -0.69 0.46 -0.02
H 17.686115 7.947265 17.264145 0.01 -0.24 0.10
H 19.349805 8.876985 18.980655 0.18 0.08 -0.54
H 18.125575 7.920445 19.632385 -0.53 -0.10 0.46
H 17.005975 10.051085 20.119995 -0.53 0.28 0.08
H 19.637535 9.755405 21.213655 0.20 0.29 0.31
H 18.205105 8.857535 21.627655 -0.04 -0.05 0.95
H 18.468625 11.843515 21.598355 -0.33 0.69 0.50
H 18.841455 10.930075 23.069175 -0.29 0.46 0.63
H 16.488065 13.090335 22.639495 0.34 -0.44 -0.39
H 16.745255 12.171605 24.146385 0.14 0.31 0.25
H 15.274715 11.905615 23.230285 -0.18 0.66 0.16
C 11.624905 13.151275 18.823405 -0.43 0.27 0.88
O 12.762395 13.406735 18.041475 -0.02 -0.13 -2.03
C 12.808785 12.724715 16.755165 -0.69 -0.86 0.01
C 12.951395 13.683945 15.567915 0.41 -0.02 1.73
N 11.762065 14.521515 15.432835 0.73 -0.04 0.10
C 10.601195 13.928465 14.759725 1.50 0.30 0.30
C 10.878055 13.454465 13.317665 -1.62 -0.68 0.04
O 11.114895 14.538555 12.449995 0.88 -0.35 0.66
C 10.982345 14.253815 11.091115 -1.80 0.55 -0.91
H 11.491495 12.102685 19.089425 0.21 -0.14 -0.09
H 10.691245 13.520535 18.399105 -0.13 -0.04 -0.57
H 11.733225 13.743655 19.731945 0.18 -0.19 0.17
H 11.952085 12.093645 16.518685 -0.67 0.06 0.84
H 13.598975 11.976145 16.813055 0.49 0.37 -0.18
H 13.249055 13.168305 14.654895 0.09 -0.18 0.01
H 13.801055 14.221135 15.989345 0.12 0.98 -0.95
H 11.986875 15.387415 14.964035 0.19 0.07 -0.05
H 9.891675 14.750045 14.858175 -0.53 -0.34 -0.76
H 10.266915 13.132805 15.425515 -0.24 -0.34 -0.46
H 10.015375 12.873415 12.991675 -1.04 0.47 -0.19
H 11.551565 12.607695 13.185515 1.27 0.45 0.51
H 9.950045 13.986255 10.865595 -0.59 -0.19 0.26
H 11.499775 13.435105 10.591015 1.07 0.08 0.63
H 11.061235 15.203465 10.561925 0.70 -0.13 -0.05
C 8.468175 12.228425 30.864475 0.31 0.69 -1.07
O 9.071495 12.223685 29.560035 1.96 -0.09 0.72
C 10.509315 12.573115 29.545765 -0.98 -0.17 -2.18
C 10.768115 13.242775 28.154115 -0.47 0.22 1.66
N 10.025775 14.551205 28.006875 1.84 -2.10 0.12
C 10.213785 15.027975 26.651235 0.81 1.89 -0.50
C 11.644635 15.702335 26.369735 -0.87 -0.03 1.07
O 11.923165 16.000315 25.044925 -0.30 0.20 -1.63
C 11.114195 16.998945 24.399465 -0.56 -1.95 -0.06
H 7.612105 11.556815 30.799885 -0.04 0.24 0.20
H 8.203075 13.277255 30.997835 -0.57 -0.08 0.64
H 9.123485 11.938365 31.685775 0.20 -0.27 -0.16
H 11.133485 11.684115 29.455195 -0.28 -0.52 0.48
H 10.873455 13.132815 30.407295 -0.52 0.36 0.00
H 10.427915 12.535125 27.398075 -0.03 -0.16 -0.15
H 11.853275 13.284765 28.060555 0.03 0.60 -0.15
H 9.099295 14.161555 28.106475 -0.63 0.65 -0.07
H 9.471205 15.819095 26.547305 -0.06 0.16 -0.37
H 10.047875 14.317265 25.841625 0.03 -0.42 0.05
H 12.471295 15.069155 26.691945 -0.19 -0.29 0.10
H 11.797785 16.666695 26.854145 -0.54 0.00 1.01
H 10.112095 16.611135 24.216435 -0.35 -0.42 0.12
H 11.522595 17.018625 23.389055 0.30 1.07 0.25
H 10.897145 17.894425 24.981795 0.98 0.41 -0.09
C 19.772165 15.127355 20.451075 -0.03 0.88 -1.12
O 19.382815 16.421985 20.892575 -0.81 -0.26 0.47
C 18.004625 16.621805 21.361955 1.66 0.60 -1.83
C 17.891475 16.450075 22.816105 0.27 -0.99 0.51
N 18.275315 15.080355 23.156975 -0.03 -0.17 1.35
C 18.460485 14.823835 24.637635 0.29 0.83 -1.63
C 19.730025 14.014405 24.802835 -0.66 -2.10 1.23
O 20.836285 14.640735 24.281945 1.16 1.40 -0.68
C 22.121195 14.280435 24.766085 0.37 -0.43 -1.05
H 19.128265 14.762845 19.650685 -0.72 -0.37 0.46
H 19.938305 14.409975 21.254725 0.02 -0.15 -0.22
H 20.668995 15.291475 19.853685 0.54 -0.02 0.57
H 17.291025 16.027195 20.791595 0.06 -0.29 -0.06
H 17.851455 17.673945 21.121905 -0.31 0.03 -0.05
H 16.835425 16.647235 23.000495 -0.02 0.11 0.73
H 18.599945 17.112335 23.313695 -0.37 0.65 0.20
H 19.192815 14.979265 22.747015 0.06 -0.02 0.11
H 17.518045 14.391515 24.973805 0.40 -0.52 0.43
H 18.637605 15.726285 25.222715 -0.20 0.57 -0.15
H 19.595355 13.040945 24.331315 -0.09 -0.31 -0.45
H 19.951785 13.739165 25.833925 -0.44 0.27 0.51
H 22.279465 13.204585 24.840805 -0.53 -0.29 0.49
H 22.476305 14.788145 25.662875 -0.55 0.07 0.25
H 22.836315 14.509965 23.976135 -0.13 0.51 -0.10
C 9.768935 16.204165 21.315795 1.34 -4.51 0.47
O 10.265445 15.082625 21.404955 -0.52 -1.34 0.11
N 10.474015 17.178935 20.964545 4.42 4.70 -1.74
N 8.562795 16.568705 21.550755 -5.56 0.50 1.40
H 11.425915 16.918425 20.749805 0.19 0.82 0.05
H 10.084175 18.109645 20.920875 0.83 -0.09 -0.47
H 7.802735 15.903685 21.537945 0.19 0.32 0.49
H 8.463135 17.519865 21.875515 -0.81 -0.41 -0.19
C 12.375075 17.099765 17.894675 1.86 3.34 1.08
O 12.496455 18.344345 18.062835 -1.52 -0.52 -0.59
N 13.489045 16.404285 18.027975 1.50 -2.18 -0.02
N 11.305915 16.368655 17.685405 -1.37 0.05 -0.02
H 14.405425 16.813675 18.140825 -0.37 0.06 -0.21
H 13.400765 15.403715 17.922285 0.66 -0.34 0.13
H 11.534625 15.427925 17.397615 -0.95 -0.28 -0.40
H 10.394145 16.796805 17.611585 0.31 -0.31 -0.12
C 14.278415 18.860935 24.039515 0.89 1.87 1.62
O 14.359925 18.659455 22.867565 0.84 -2.77 -3.59
N 13.496155 19.793245 24.462285 -3.80 3.41 1.03
N 15.049365 18.476025 25.039205 2.22 -2.28 1.68
H 12.958705 20.287635 23.764555 -0.25 0.15 -0.16
H 13.428065 20.099745 25.422255 -0.07 -0.17 -0.39
H 14.948395 18.984445 25.906045 0.36 -0.60 -0.18
H 15.767425 17.771195 24.951425 -0.14 0.27 0.00
C 12.109865 20.286745 20.810275 -1.34 0.59 -1.46
O 11.989125 20.886495 21.825435 -1.60 2.08 4.13
N 13.143965 19.668815 20.476755 6.91 -3.62 -0.57
N 11.283875 20.187415 19.786505 -5.23 1.26 -1.42
H 13.814435 19.475675 21.206995 0.24 0.07 -0.33
H 13.122195 19.165285 19.601495 0.59 -0.35 0.12
H 11.500455 19.750275 18.902135 0.12 -0.28 0.24
H 10.316215 20.402395 19.980175 0.17 0.38 -0.39
C 11.436715 12.497025 24.133965 -4.51 -3.67 1.22
O 11.430425 11.431395 24.718885 0.31 -2.09 1.32
N 10.293175 12.980575 23.688695 -2.27 1.68 -0.95
N 12.488865 13.123985 23.903515 6.51 4.01 -1.05
H 10.265645 13.817035 23.123315 -0.24 -0.10 -0.28
H 9.447095 12.459905 23.870755 0.43 0.11 -0.11
H 12.516915 14.107925 23.677275 -0.21 -0.13 -0.06
H 13.324875 12.733435 24.314205 -0.18 0.07 -0.16
C 13.364025 10.262115 20.062205 -1.59 -1.62 -1.68
O 12.567195 9.493835 19.631185 -2.71 -3.06 -2.19
N 14.189425 10.974625 19.444075 3.99 3.52 -6.90
N 13.585715 10.472725 21.256665 -0.27 0.28 10.24
H 14.381245 10.630155 18.514215 0.50 0.88 -0.06
H 14.758995 11.632005 19.957445 0.44 -0.13 -1.13
H 13.082835 9.891835 21.912235 0.05 0.82 0.51
H 14.115465 11.307925 21.461385 -0.39 -0.57 1.26
C 16.822395 13.532765 18.996965 -1.12 1.80 -1.37
O 16.295415 14.512435 18.539265 -1.25 2.64 -1.36
N 17.671915 12.790945 18.387285 3.69 -2.63 -3.59
N 16.579215 13.077475 20.163595 -1.06 -1.35 4.34
H 17.778445 11.853235 18.747095 0.47 -0.21 -0.27
H 17.907855 12.986215 17.424835 -0.11 -0.07 0.26
H 17.319255 12.501475 20.538635 -0.80 0.20 0.58
H 15.883125 13.612635 20.662755 -0.01 -0.17 0.90
C 14.088985 15.209465 21.925065 2.55 -4.94 -0.64
O 14.439295 14.066615 21.567785 -1.16 -0.12 -0.20
N 14.323255 15.649875 23.103635 1.02 1.09 5.42
N 13.638855 16.139005 21.190635 -1.98 2.61 -3.88
H 14.550435 15.039125 23.875295 0.21 0.29 -0.35
H 14.462735 16.648965 23.153245 -0.18 -0.11 0.87
H 13.745685 17.044885 21.624305 -0.41 0.60 -1.05
H 13.691985 15.926455 20.204675 -0.07 0.78 -0.26

=====

75
Properties=species:S:1:pos:R:3:forces:R:3 method="wB97M-V/def2-TZVPD" spin_multiplicity=5 relative_energy_ev=0.000 charge=-2
Cr 0.318189 0.834041 -0.060925 0.00 -0.01 0.03
S -1.850540 1.243347 0.931387 -0.05 0.01 0.00
C -1.319065 1.034101 2.615851 0.00 0.00 0.01
C -1.919269 1.739194 3.627706 0.01 -0.01 -0.01
C -1.553416 1.608116 4.991160 0.00 0.02 0.01
C -2.230005 2.367084 5.961698 -0.01 -0.02 0.00
N -2.805002 3.000938 6.750053 0.00 0.01 0.00
C -0.476836 0.689062 5.317337 0.00 -0.01 -0.01
C 0.141397 -0.008408 4.255465 -0.01 0.01 0.00
C -0.235143 0.127283 2.943790 0.01 -0.01 0.00
S 0.688448 -0.684792 1.668618 -0.02 -0.01 0.00
C 0.004262 0.508438 6.626769 0.00 0.01 0.01
N 0.424315 0.352048 7.700222 0.00 0.00 0.01
H -2.717785 2.428876 3.377619 0.00 0.00 0.00
H 0.985185 -0.648385 4.488106 0.00 0.00 0.00
O -1.510278 3.632029 -2.628127 0.01 0.00 0.01
S -1.060062 2.273920 -2.812337 0.01 -0.01 -0.08
O -0.613043 1.936298 -4.148313 -0.01 -0.02 0.02
O -0.066311 1.860839 -1.798813 0.03 0.13 0.09
C -2.494568 1.229569 -2.553723 -0.02 0.00 -0.01
C -3.693500 1.796173 -2.971010 -0.01 -0.01 0.01
C -4.867783 1.065672 -2.949676 0.00 -0.01 0.00
C -4.844091 -0.248268 -2.510458 -0.01 0.01 -0.01
C -3.654947 -0.810048 -2.078221 0.02 0.02 0.01
C -2.458569 -0.088763 -2.081695 0.01 -0.01 0.01
P -0.952853 -0.862695 -1.348645 0.03 -0.04 -0.03
C -0.069129 -1.573521 -2.779614 -0.02 -0.01 -0.02
C 1.054090 -2.353982 -2.496401 -0.01 0.01 0.01
C 1.822253 -2.876536 -3.520981 0.01 0.00 0.00
C 1.490464 -2.605660 -4.844002 0.00 0.01 -0.01
C 0.389371 -1.814697 -5.131008 0.01 -0.01 -0.01
C -0.393368 -1.302044 -4.102650 0.00 -0.01 0.01
C -1.628434 -2.367957 -0.551193 -0.01 -0.01 -0.01
C -2.137491 -2.275839 0.744549 0.01 0.00 0.01
C -2.683326 -3.392042 1.360141 0.00 0.00 0.00
C -2.722513 -4.611682 0.698172 0.00 0.00 0.00
C -2.219978 -4.710975 -0.590671 0.00 0.00 0.00
C -1.677939 -3.593230 -1.212391 0.00 0.01 0.00
H -3.683250 2.826354 -3.299515 0.01 0.00 0.00
H -5.796667 1.523323 -3.267359 0.00 0.00 0.00
H -5.753997 -0.835256 -2.481591 0.00 0.00 0.00
H -3.661785 -1.824928 -1.706993 -0.01 0.00 0.00
H 1.333850 -2.529849 -1.462766 0.00 0.00 0.00
H 2.696030 -3.472438 -3.288386 0.00 0.00 0.00
H 2.102511 -2.997592 -5.647701 0.00 0.00 0.00
H 0.140241 -1.579999 -6.158549 0.00 0.00 0.00
H -1.234616 -0.663579 -4.336178 0.00 0.01 0.00
H -2.111880 -1.325719 1.260132 0.02 0.02 0.00
H -3.066734 -3.303142 2.368748 0.00 0.00 0.00
H -3.141439 -5.483418 1.187192 0.00 0.00 0.00
H -2.247211 -5.657532 -1.117425 0.00 0.00 0.00
H -1.293390 -3.681725 -2.220307 0.00 0.00 0.00
N 1.015798 2.530760 0.987403 0.00 -0.03 -0.04
C 2.057205 2.233256 1.932376 0.02 0.01 0.00
C 1.858714 2.527599 3.270850 0.00 0.00 0.00
C 2.821139 2.187860 4.209077 -0.01 0.01 0.01
C 3.982999 1.557954 3.793622 0.01 -0.01 -0.01
C 4.168550 1.261711 2.450397 -0.01 0.01 0.01
C 3.210834 1.580784 1.491185 0.00 -0.01 0.00
C 3.398995 1.211443 0.060320 -0.01 0.01 0.00
C 4.691764 1.316274 -0.466001 -0.01 0.00 0.00
C 4.957101 0.990726 -1.785556 -0.01 0.00 0.00
C 3.908177 0.590891 -2.601102 0.00 -0.01 0.00
C 2.621917 0.518560 -2.082842 0.00 0.00 -0.02
C 2.316035 0.791644 -0.743400 0.04 0.00 0.01
H 0.205404 2.942851 1.443202 -0.01 -0.01 0.00
H 1.337374 3.147421 0.244918 -0.01 -0.01 -0.01
H 0.921495 2.973063 3.587773 0.00 0.00 0.00
H 2.636068 2.378031 5.258484 0.00 0.00 0.00
H 4.731293 1.263493 4.519594 0.00 0.00 0.00
H 5.052748 0.719091 2.139130 0.00 0.00 0.00
H 5.494080 1.681230 0.166371 0.01 0.00 -0.01
H 5.964390 1.077251 -2.178125 0.00 0.00 0.00
H 4.082737 0.359222 -3.646807 0.00 0.00 0.00
H 1.820811 0.266866 -2.767992 -0.01 0.00 0.00